# 1
# C40H30ClIOPPdS

A molecular structure, C40H30ClIOPPdS (ωB97M-V with the def2-TZVPD basis set, OMol25).

Properties
E_LUMO (spin up / spin down) = -2.077 / -4.303 eV
frontier orbital gap (spin up / spin down) = 8.17 / 6.07 eV
calculated total energy = -3242.561252 Ha
relative energy (zero: lowest compared OMol25 entry of this formula, charge and spin) = 0.833 eV
spin multiplicity = 3
charge = +1

Positions of all 76 atoms, in Å:
Pd  -0.541220  -0.219055  -1.268340
Cl  2.100798  0.010044  -1.451987
C  2.448377  1.698114  -1.755733
C  3.751719  2.025317  -2.080626
C  4.065095  3.349795  -2.341527
C  3.080965  4.326100  -2.279868
C  1.777623  3.977059  -1.961511
C  1.437063  2.652005  -1.686746
P  -0.269626  2.168651  -1.260166
C  -0.392921  2.497836  0.532759
C  0.599766  3.162675  1.247072
C  0.432519  3.406062  2.604801
C  -0.717810  2.982304  3.256001
C  -1.703567  2.305058  2.551483
C  -1.540321  2.057959  1.195355
C  -1.284085  3.483452  -2.000888
C  -1.549896  3.384953  -3.368016
C  -2.247708  4.389285  -4.020562
C  -2.692861  5.495871  -3.309299
C  -2.447847  5.591460  -1.946021
C  -1.744671  4.589324  -1.286755
H  4.506689  1.250973  -2.141639
H  5.081514  3.614164  -2.605431
H  3.327096  5.361247  -2.482951
H  1.008116  4.739706  -1.927839
H  1.500479  3.496429  0.746805
H  1.207742  3.925742  3.156803
H  -0.840834  3.171528  4.315494
H  -2.597012  1.960312  3.058600
H  -2.306785  1.518052  0.652281
H  -1.210193  2.513696  -3.920550
H  -2.451656  4.305891  -5.081065
H  -3.235860  6.283342  -3.817901
H  -2.806794  6.447799  -1.388724
H  -1.564137  4.674309  -0.224057
I  -3.259266  -0.277391  -1.945379
C  -3.050834  -2.370901  -1.847866
C  -4.177649  -3.112978  -1.681644
C  -4.071485  -4.522413  -1.667139
C  -2.858641  -5.117677  -1.846633
C  -1.683914  -4.346659  -2.040490
C  -0.431648  -4.962603  -2.296889
C  0.676985  -4.211857  -2.544967
C  0.609431  -2.796638  -2.493988
C  -0.564981  -2.183342  -2.192894
C  -1.761333  -2.925260  -2.016686
H  -5.144237  -2.639667  -1.567440
H  -4.965526  -5.120162  -1.534873
H  -2.774204  -6.199258  -1.858341
H  -0.382007  -6.045749  -2.319498
H  1.625476  -4.687502  -2.766084
H  1.506052  -2.233040  -2.710175
O  -0.833898  -1.461570  0.783450
S  0.408763  -0.913661  1.460334
C  0.138175  -1.105917  3.223909
C  1.046831  -0.559019  4.119107
C  0.817059  -0.702253  5.478360
C  -0.317469  -1.371788  5.925480
C  -1.223343  -1.901644  5.015618
C  -1.002227  -1.766264  3.649343
C  1.657825  -2.193509  1.296450
C  2.997679  -1.866075  1.459447
C  3.951642  -2.867680  1.353202
C  3.559066  -4.172268  1.071571
C  2.215399  -4.478960  0.896029
C  1.251775  -3.485070  1.003831
H  1.927905  -0.034580  3.762628
H  1.520371  -0.286493  6.190987
H  -0.498110  -1.477292  6.989033
H  -2.106449  -2.422959  5.365988
H  -1.697782  -2.159696  2.917644
H  3.295503  -0.841649  1.666755
H  5.000674  -2.630867  1.485911
H  4.307308  -4.950737  0.980888
H  1.913653  -5.495724  0.671334
H  0.197693  -3.698650  0.854426

Cartesian forces, eV/Å:
-0.4 0.0 0.0
0.3 0.0 0.1
-0.1 0.1 0.0
0.1 -0.1 0.0
0.0 0.0 0.0
0.0 0.0 0.0
0.0 0.0 0.0
-0.1 -0.1 0.0
0.1 0.4 0.2
0.1 -0.1 -0.1
0.0 0.0 0.0
0.1 0.0 0.0
0.1 0.0 0.0
0.0 -0.1 -0.1
0.0 0.0 0.1
0.0 -0.2 -0.2
0.0 -0.1 0.0
0.0 0.0 0.0
0.0 0.0 0.0
0.0 -0.1 0.0
0.0 0.0 -0.1
-0.1 0.0 0.0
0.0 0.0 0.0
0.0 -0.1 0.0
0.0 0.0 0.0
0.0 0.0 0.0
-0.1 0.0 0.0
0.0 0.0 0.0
0.0 0.0 0.0
0.0 0.0 0.0
0.0 0.0 0.0
0.0 0.0 0.0
0.0 0.0 0.0
0.0 0.0 0.0
0.0 0.0 0.0
0.1 -0.1 0.1
0.0 0.3 0.0
0.0 -0.2 0.0
-0.1 0.0 0.0
0.1 0.0 0.0
0.0 0.0 0.0
0.0 0.0 0.0
0.1 0.0 0.0
0.0 -0.1 -0.1
-0.1 0.2 0.1
0.0 -0.2 -0.1
0.0 0.0 0.0
0.1 0.0 0.0
0.0 0.1 0.0
0.0 0.0 0.0
0.0 0.0 0.0
0.0 0.0 0.1
0.2 0.3 -0.1
0.2 -0.3 0.5
-0.3 0.1 0.0
0.1 0.0 -0.1
0.0 0.0 0.0
0.0 0.0 0.0
0.0 0.0 0.0
0.0 0.0 0.0
0.0 0.0 -0.1
0.0 0.1 0.0
0.0 0.0 0.0
0.0 0.0 0.0
0.0 0.0 0.0
0.0 0.0 0.0
-0.1 0.0 0.0
-0.1 0.0 -0.1
0.0 0.0 -0.1
0.1 0.0 0.0
0.0 0.0 0.0
0.0 -0.1 0.0
-0.1 0.0 0.0
0.0 0.0 0.0
0.0 0.1 0.0
0.1 0.0 0.0

Atomic partial charges in e from the Mulliken method, atoms 1 to 2: number 1, Pd, carries -0.095; number 2, Cl, carries 0.085

# 2
# C40H30CuF12N8O20S4

A molecular structure, C40H30CuF12N8O20S4 in a non-equilibrium geometry (ωB97M-V with the def2-TZVPD basis set, OMol25).

Properties
E_LUMO (spin up / spin down) = -4.378 / -7.354 eV
frontier orbital gap (spin up / spin down) = 5.14 / 2.17 eV
calculated total energy = -7915.662774 Ha
relative energy (zero: lowest compared OMol25 entry of this formula, charge and spin) = 10.797 eV
spin multiplicity = 2
charge = 0

Positions of all 115 atoms, in Å:
Cu  4.292073  -1.407926  4.013110
C  6.791213  -6.064576  4.138670
F  7.171473  -7.250106  4.492150
F  7.885083  -5.264296  4.048760
F  6.193913  -6.108266  2.973850
S  5.603113  -5.483626  5.503480
O  4.233613  -5.416906  4.990210
O  5.818273  -6.327766  6.652520
N  6.113923  -3.803136  5.763620
S  7.210813  -3.873906  6.885230
O  8.174463  -5.030406  6.785660
O  7.896913  -2.574046  7.118290
C  6.249943  -4.275846  8.528620
F  6.501083  -3.456096  9.547280
F  4.885263  -4.147746  8.291670
F  6.696043  -5.460256  9.012060
C  -0.398937  -1.289616  1.641100
F  -1.410897  -1.501596  0.777910
F  -0.563827  -0.081516  2.239170
F  -0.429727  -2.227466  2.593180
S  1.361653  -1.402606  0.785050
O  1.992643  -2.643166  1.161380
O  1.174903  -1.204886  -0.667030
N  2.267993  -0.241926  1.620620
S  1.959593  1.091154  0.834770
O  3.040863  1.239804  -0.141190
O  0.665893  1.292704  0.202850
C  2.158583  2.393884  2.325830
F  1.997633  3.577064  1.757050
F  1.135023  2.279014  3.106340
F  3.234513  2.267124  2.944380
C  -3.770977  3.603194  -0.168610
C  -3.296587  4.427954  0.809330
C  -3.141517  5.785824  0.587660
C  -3.402137  6.346844  -0.618930
C  -3.848327  5.504614  -1.649660
C  -4.049827  4.154194  -1.468990
N  -3.424977  7.779294  -0.715750
O  -3.018517  8.450424  0.261930
O  -4.003097  8.292704  -1.651790
H  -3.838977  2.545814  0.040500
H  -3.064407  3.953284  1.751240
H  -2.926797  6.398874  1.450480
H  -4.128707  6.009324  -2.562370
H  -4.435657  3.579304  -2.297870
C  5.676333  -2.759236  -3.818140
C  7.055743  -2.950746  -3.811680
C  7.765773  -2.586726  -4.950630
C  7.117443  -2.263926  -6.126180
C  5.721593  -2.092616  -6.097400
C  5.029443  -2.189176  -4.903570
N  7.893873  -2.099676  -7.410170
O  9.039053  -2.025376  -7.354390
O  7.239623  -2.174966  -8.438660
H  5.095063  -2.803356  -2.908980
H  7.552323  -3.178816  -2.880130
H  8.831553  -2.743246  -4.873110
H  5.055103  -1.977116  -6.939330
H  3.963243  -2.047086  -4.806510
C  -0.367867  5.366434  -5.881920
C  -0.723517  5.392694  -7.236850
C  -0.676547  4.224234  -7.999370
C  -0.524337  2.989564  -7.396410
C  -0.222777  2.949094  -6.033300
C  -0.206807  4.117584  -5.267640
N  -0.688457  1.707154  -8.232560
O  -1.086817  1.775494  -9.395370
O  -0.343557  0.659494  -7.681950
H  -0.317187  6.289094  -5.322870
H  -0.751467  6.239164  -7.907010
H  -0.899837  4.397414  -9.041750
H  0.127893  2.051674  -5.545380
H  -0.052227  4.065584  -4.200020
C  1.383483  9.262384  3.194770
C  2.051293  8.628744  4.212450
C  3.393223  8.293354  4.088010
C  4.151843  8.629954  2.952320
C  3.514553  9.277884  1.946970
C  2.128453  9.630684  2.078540
N  5.620263  8.519474  2.935960
O  6.063553  8.170074  4.020930
O  6.326543  8.769644  1.986590
H  0.394033  9.692534  3.243230
H  1.476373  8.440354  5.107090
H  3.915283  7.732364  4.849030
H  4.002013  9.439294  0.996860
H  1.672443  10.222834  1.298930
C  -9.740157  -5.096736  6.690110
C  -9.987777  -4.954166  5.306350
C  -8.922287  -4.976796  4.406110
C  -7.618377  -5.053866  4.909420
C  -7.405917  -5.107376  6.373690
C  -8.488027  -5.179856  7.217810
N  -6.469627  -5.032526  4.022870
O  -6.572117  -4.729876  2.821280
O  -5.420027  -5.532106  4.433210
H  -10.550237  -4.818086  7.347770
H  -11.020327  -4.859736  5.004160
H  -9.074327  -4.897896  3.339780
H  -6.421367  -5.187836  6.810270
H  -8.401167  -5.229896  8.293150
C  -5.248937  -3.853056  -4.880510
C  -5.279137  -4.930166  -5.765380
C  -5.821247  -6.130936  -5.385300
C  -6.500087  -6.230826  -4.103050
C  -6.426517  -5.154326  -3.177620
C  -5.782327  -4.053636  -3.563440
N  -7.338227  -7.409336  -3.793400
O  -7.982547  -7.408946  -2.746090
O  -7.470077  -8.326586  -4.554740
H  -4.632097  -3.004566  -5.137360
H  -5.051197  -4.817996  -6.815070
H  -5.825537  -6.941086  -6.099470
H  -6.839727  -5.348176  -2.198800
H  -5.659167  -3.210496  -2.899860

Cartesian forces, eV/Å:
-0.5 0.0 -0.7
1.1 0.9 -0.4
0.2 -0.9 0.3
-1.1 -0.4 0.1
-0.3 0.3 0.1
-3.9 0.6 -0.1
2.8 0.2 0.3
0.5 0.8 -0.8
1.1 -2.3 0.1
0.3 2.2 2.0
-0.4 1.3 -0.4
-1.1 -2.7 -0.6
-0.6 -0.3 1.8
0.2 0.7 -1.1
2.4 -1.0 0.1
-1.3 0.7 -1.4
0.1 0.5 -0.2
1.1 0.2 0.7
0.0 -1.2 -0.5
-0.1 0.2 -0.3
1.0 -0.2 -1.7
-0.6 -0.1 0.6
0.1 -0.2 3.1
-2.4 -2.1 -0.2
1.9 2.7 -2.7
-0.4 0.9 1.5
0.3 0.1 1.9
-3.5 -0.9 -5.1
1.0 1.1 -0.4
-1.5 -0.9 2.0
3.7 -0.2 2.0
0.0 0.2 -2.2
0.0 -0.5 0.1
0.3 0.2 1.9
-0.3 -1.7 -0.3
-0.3 1.1 -0.4
0.4 -0.1 1.6
-0.5 2.3 1.6
-0.1 -1.3 -1.6
0.4 -0.4 -0.4
-0.3 -0.1 -0.2
0.1 0.4 0.3
0.3 0.2 -0.2
0.1 -0.2 -0.3
0.0 -0.2 0.1
0.1 1.2 0.8
-0.9 1.0 -0.3
0.8 -1.1 0.4
-1.1 0.4 0.1
-0.2 0.0 -0.4
0.6 -1.5 0.3
-5.4 -1.3 0.2
5.3 0.6 0.5
-0.3 0.3 0.0
0.1 -0.5 0.2
0.2 -0.3 -0.2
0.2 0.4 -0.5
0.7 0.5 -0.6
0.0 0.2 -0.4
-1.1 -0.4 -0.5
1.8 -0.7 -0.4
-1.3 0.2 0.0
0.0 -0.2 -0.3
0.2 -0.2 0.1
0.1 0.5 -0.8
1.0 -0.4 0.1
0.3 0.4 1.7
-0.6 1.3 -0.5
0.0 0.0 0.2
-0.3 0.7 0.8
0.1 -0.7 -0.2
-0.5 -0.4 -0.1
0.3 -0.1 0.0
1.0 1.6 -1.5
0.1 -0.6 0.4
0.8 -0.4 0.3
-1.2 0.5 0.4
-2.0 0.6 -1.3
1.3 -0.6 -0.2
0.4 -0.9 1.5
0.3 -0.1 -0.1
-1.0 0.2 -0.5
-0.3 -0.5 0.4
0.4 -0.4 0.3
-0.1 0.2 0.3
0.3 0.4 0.1
0.0 -0.1 -0.2
-1.7 1.5 -1.5
0.7 -0.6 1.2
0.6 0.1 0.3
-0.8 0.5 3.2
0.3 -0.7 -2.6
0.6 0.1 -0.1
1.7 -1.7 -2.2
-0.9 0.3 1.9
-0.9 0.8 0.6
-0.3 -0.7 0.2
0.1 0.1 -0.3
0.0 0.0 0.0
0.2 0.2 -0.4
0.4 0.0 0.0
0.0 -1.7 1.2
-0.4 0.9 0.1
-2.1 -0.9 2.1
1.5 0.9 -1.7
-1.1 -3.6 -0.5
1.9 3.2 -1.9
-1.2 -0.1 1.6
0.8 1.0 0.1
1.0 -0.3 -1.7
-0.5 0.4 0.1
0.7 0.1 0.1
-0.3 -0.2 0.2
-0.1 0.4 0.1
-0.1 -0.1 0.3

Atomic partial charges in e from the Mulliken method, atoms 1 to 2: number 1, Cu, carries 0.914; number 2, C, carries 0.789

Which of these has the lowest calculated total energy?
C40H30CuF12N8O20S4

Look up the relative energy (zero: lowest compared OMol25 entry of this formula, charge and spin) of the first one.
0.833 eV

Which formula does entry 1 have?
C40H30ClIOPPdS

Which formula does entry 1 have?
C40H30ClIOPPdS